[1]
2 unconnected molecules or ions with the total composition C5H10O, computed with ωB97M-V with the def2-TZVPD basis set.

The LUMO energy comes out at 0.0300 Eh. The HOMO energy comes out at -9.324 eV. The orbital gap is 10.14 eV. For the electronic energy, the calculation gives -271.6534 Ha. As for the multiplicity: 1. For the largest force on an atom, the calculation gives 4.50 eV Å⁻¹. Its SMILES is C=CCC=C.O.

The geometry in XYZ format:
```
16
Properties=species:S:1:pos:R:3:forces:R:3:mulliken_charge:R:1
C -0.463755 -0.848450 -1.176221 -2.36 -2.49 0.49 -0.09
C -0.538591 -2.250319 -1.318859 0.36 4.38 0.83 -0.74
C 0.721178 0.027970 -0.831221 -0.86 -0.38 1.35 -0.51
C 0.495642 1.308617 -0.007194 -0.07 2.52 -0.28 -0.17
C -0.141596 2.495712 -0.334367 2.55 -1.72 3.28 -0.71
H -1.468791 -0.297598 -1.177377 1.50 -0.66 -0.66 0.23
H -1.506025 -2.660664 -1.666241 0.98 -0.11 0.52 0.26
H 0.344111 -2.792023 -0.952401 -0.56 -0.33 -0.79 0.26
H 1.476330 -0.526680 -0.272561 -0.03 -0.29 -0.18 0.35
H 1.151760 0.272543 -1.770484 0.59 0.57 -0.87 0.35
H 1.132945 1.381855 0.908410 -0.44 -0.21 -0.93 0.24
H 0.060965 3.416408 0.306290 -0.47 -1.48 -0.80 0.21
H -0.906194 2.570728 -1.020476 -1.20 0.20 -1.91 0.32
H -0.004972 -0.293502 3.707877 0.62 0.33 0.83 0.31
H -0.598340 -0.874526 2.564541 0.37 -0.60 -0.58 0.31
O 0.245326 -0.930072 3.040279 -0.97 0.28 -0.31 -0.63
```
Forces are in eV/Å.

---

[2]
A molecular structure, C25H28IrN3O2Si, computed with ωB97M-V with the def2-TZVPD basis set.

Its net charge is +1. The LUMO energy (spin up / spin down) comes out at -0.1204 / -0.1774 Eh. The HOMO energy (spin up / spin down) comes out at -10.800 / -10.760 eV. The orbital gap (spin up / spin down) is 7.52 / 5.93 eV. For the electronic energy, the calculation gives -1677.8446 Ha. As for the multiplicity: 2. For the largest force on an atom, the calculation gives 2.12 eV Å⁻¹.

The geometry in XYZ format:
```
60
Properties=species:S:1:pos:R:3:forces:R:3:mulliken_spin:R:1
Ir 0.033082 -0.208052 1.054986 1.11 -1.76 0.38 0.08
O 1.985831 0.000031 1.223825 -0.23 0.79 -0.22 0.01
C 2.478641 0.824102 2.161108 0.09 -0.26 0.21 0.00
C 3.613224 1.568316 1.834759 -0.01 -0.10 0.14 0.00
C 4.165695 2.434925 2.757348 0.04 0.02 -0.02 0.00
C 3.630170 2.572060 4.037311 -0.10 -0.07 0.06 0.00
C 2.530332 1.818488 4.385045 0.13 0.09 -0.03 0.00
C 1.932478 0.946227 3.465297 -0.27 0.13 -0.19 0.00
C 0.803319 0.161936 3.897904 0.56 -0.27 0.05 0.00
N 0.145372 -0.615257 3.115497 -0.98 1.07 -0.29 -0.01
C -0.931797 -1.472976 3.620110 0.06 -0.16 -0.08 0.00
C -1.442273 -2.279432 2.427172 -0.06 0.14 0.16 0.00
N -1.616769 -1.337979 1.322883 -0.07 -0.19 -0.38 0.00
C -2.655156 -1.371954 0.572665 -0.27 0.20 0.18 0.00
C -2.967330 -0.365981 -0.401246 0.14 0.10 -0.07 0.00
C -4.023800 -0.548166 -1.309260 0.09 0.05 0.01 0.00
C -4.399473 0.472549 -2.147401 -0.03 -0.02 -0.04 0.00
C -3.740791 1.705961 -2.064486 0.01 0.03 0.01 0.00
C -2.713860 1.919331 -1.171678 -0.09 -0.15 -0.01 0.00
C -2.299754 0.877390 -0.331665 -0.16 -0.20 0.14 0.00
O -1.343774 1.122039 0.547292 0.14 0.30 0.14 0.00
H 4.039740 1.446770 0.848516 -0.01 0.00 -0.02 0.00
H 5.035424 3.015219 2.478675 0.01 0.02 0.00 0.00
H 4.075981 3.254881 4.745217 0.01 0.00 0.03 0.00
H 2.110993 1.889243 5.380645 -0.01 0.03 0.03 0.00
H 0.547296 0.184892 4.959176 0.16 -0.12 0.04 0.00
H -1.728431 -0.856129 4.042579 -0.03 -0.01 -0.06 0.00
H -0.558126 -2.144030 4.394222 0.00 0.02 0.02 0.00
H -2.386113 -2.773755 2.661124 0.03 -0.02 0.00 0.00
H -0.706375 -3.032352 2.132658 0.04 0.04 0.05 0.00
H -3.373128 -2.176536 0.731242 -0.03 0.05 0.02 0.00
H -4.537688 -1.501329 -1.336894 -0.02 -0.02 0.01 0.00
H -5.205768 0.333061 -2.852325 -0.01 0.00 -0.02 0.00
H -4.043289 2.513312 -2.718679 -0.01 0.01 -0.02 0.00
H -2.198373 2.867319 -1.108761 0.00 0.03 0.02 0.00
C -0.784935 -3.156886 -1.303016 -0.07 0.13 0.07 0.01
Si 0.663887 -2.009203 -1.573289 0.06 -0.39 -0.15 0.00
C 2.150889 -2.640034 -0.640858 -0.01 0.22 0.02 0.02
C 1.066354 -1.965864 -3.394457 0.06 -0.05 0.08 0.00
N 0.308813 -0.357448 -0.936610 -0.20 0.88 -0.22 0.57
C 0.383834 0.784428 -1.712706 0.00 -0.62 0.04 0.00
C -0.135203 0.775184 -3.022271 0.03 0.07 -0.22 0.13
C -0.102302 1.912712 -3.799277 -0.06 -0.01 -0.02 -0.06
C 0.453536 3.086629 -3.300548 0.00 -0.06 0.07 0.15
C 0.975994 3.108043 -2.009192 0.03 0.02 -0.03 -0.06
C 0.941647 1.978897 -1.220128 -0.11 0.19 0.08 0.11
H -0.580954 -4.081984 -1.845401 0.04 -0.02 -0.03 0.00
H -1.715290 -2.742855 -1.696740 -0.01 -0.02 0.00 0.00
H -0.928508 -3.422113 -0.254425 0.01 0.00 -0.04 0.00
H 2.226235 -3.722420 -0.750774 -0.04 -0.05 -0.06 0.00
H 2.115480 -2.402827 0.420613 0.00 -0.04 0.06 0.00
H 3.063993 -2.196797 -1.040392 0.03 0.02 0.02 0.00
H 1.609085 -2.887128 -3.618123 0.02 -0.04 -0.02 0.00
H 1.709946 -1.129816 -3.666868 0.04 0.00 -0.01 0.00
H 0.184996 -1.941985 -4.033120 -0.01 -0.05 -0.04 0.00
H -0.603892 -0.120986 -3.402902 -0.03 0.08 0.06 0.00
H -0.520717 1.888455 -4.796012 -0.02 0.02 -0.01 0.00
H 0.476082 3.978428 -3.911156 0.02 0.02 -0.01 0.01
H 1.415807 4.014291 -1.615785 0.01 0.02 -0.02 0.00
H 1.369695 2.007159 -0.231425 -0.01 -0.07 0.14 0.02
```
Forces are in eV/Å.

---

> The lowest electronic energy belongs to which entry?

C25H28IrN3O2Si

---

> Among the records above, which one has the highest electronic energy?

C5H10O

---

> The lowest electronic energy belongs to which entry?

C25H28IrN3O2Si